Density functional theory data (ωB97M-V with the def2-TZVPD basis set) for a 10-piece molecular cluster, C72H122F12N8O12P2S4 overall.

total charge	+4
HOMO energy	-0.5629	Ha
lowest unoccupied orbital energy	-8.368	eV
max |F|	4.058	eV Å⁻¹
orbital gap	6.9	eV

Geometry as XYZ:
```
232
Properties=species:S:1:pos:R:3:lowdin_charge:R:1
C 3.81328 -6.11752 -3.38365 -0.063
C 4.00232 -5.99635 -1.90013 -0.143
N 3.14874 -4.96594 -1.25081 -0.041
C 3.58190 -4.01862 -0.35280 0.004
C 2.44849 -3.35914 0.13771 -0.017
N 1.40815 -3.80393 -0.60465 -0.077
C 1.81413 -4.76936 -1.41982 -0.015
C 0.08929 -3.23911 -0.52396 0.031
H 4.72397 -6.47575 -3.86425 0.087
H 3.67958 -5.07663 -3.76464 0.090
H 2.99116 -6.70208 -3.79542 0.071
H 4.95172 -5.56490 -1.68132 0.113
H 3.83692 -6.85721 -1.24899 0.138
H 4.63102 -3.96353 0.01639 0.149
H 2.47737 -2.62448 0.92691 0.127
H 1.25233 -5.36388 -2.10757 0.156
H -0.23272 -2.98244 -1.48730 0.087
H 0.13433 -2.35869 0.16548 0.117
H -0.52256 -3.97740 -0.04428 0.074
C 1.66977 -9.42120 -8.81451 -0.060
C 2.04275 -9.12255 -7.39025 -0.156
N 1.64678 -7.76608 -6.94590 -0.029
C 2.33631 -6.55747 -7.18386 0.009
C 1.58443 -5.61536 -6.64589 0.015
N 0.34798 -6.21657 -6.20090 -0.049
C 0.44575 -7.47028 -6.45456 -0.064
C -0.88124 -5.56949 -5.71110 0.027
H 0.64294 -9.03602 -9.03803 0.107
H 1.77493 -10.45244 -9.00503 0.073
H 2.31558 -9.01651 -9.55355 0.070
H 3.08729 -9.25927 -7.23613 0.122
H 1.44447 -9.79733 -6.80163 0.122
H 3.35621 -6.51403 -7.56713 0.152
H 1.83652 -4.58405 -6.41907 0.129
H -0.39840 -8.10165 -6.19773 0.183
H -1.08839 -4.63615 -6.28162 0.119
H -0.77610 -5.33214 -4.63597 0.079
H -1.72069 -6.21004 -5.90438 0.091
C 1.76861 4.26056 3.69882 -0.110
C 1.81537 4.89145 2.34341 -0.251
C 0.41187 5.28680 1.80567 -0.262
C 0.46535 5.78597 0.40198 -0.285
P -0.98514 6.55021 -0.36582 1.028
C -0.76637 6.65997 -2.17288 -0.265
C 0.52388 7.29646 -2.69955 -0.264
C 0.43331 7.51783 -4.16598 -0.283
C 1.63956 8.20680 -4.77525 -0.095
C -2.55616 5.75687 0.10060 -0.249
C -2.95569 6.04014 1.55088 -0.258
C -4.31774 5.49340 1.86640 -0.246
C -5.42811 6.40376 1.29609 -0.086
C -1.09232 8.25724 0.28276 -0.247
C -2.17160 9.06291 -0.53013 -0.228
C -2.47818 10.46863 0.03738 -0.258
C -3.61567 11.08839 -0.71092 -0.098
H 2.68397 4.12922 4.20495 0.060
H 1.37537 3.24557 3.70498 0.055
H 1.11133 4.91967 4.34688 0.103
H 2.32808 4.17966 1.73000 0.077
H 2.36256 5.90863 2.25904 0.148
H -0.00986 5.99796 2.53706 0.115
H -0.32792 4.45926 1.78118 0.106
H 0.59487 4.90819 -0.24257 0.073
H 1.34920 6.43695 0.26362 0.111
H -1.73413 7.01723 -2.61205 0.120
H -0.73679 5.58763 -2.45253 0.106
H 1.39769 6.63541 -2.43337 0.100
H 0.72606 8.26040 -2.19289 0.123
H -0.47234 8.10849 -4.34683 0.117
H 0.35287 6.57490 -4.79165 0.136
H 1.95450 9.01587 -4.12364 0.080
H 1.41352 8.63776 -5.74075 0.079
H 2.45490 7.53622 -5.00336 0.056
H -2.23552 4.68737 0.02008 0.053
H -3.36736 5.85887 -0.65614 0.122
H -2.98390 7.09600 1.69244 0.083
H -2.12127 5.70660 2.15846 0.091
H -4.33817 5.47345 2.97719 0.119
H -4.45638 4.44673 1.54327 0.096
H -6.40327 6.21885 1.75169 0.075
H -5.62924 6.22985 0.21507 0.085
H -5.25601 7.43600 1.45672 0.056
H -0.11223 8.67391 0.22211 0.084
H -1.31526 8.13435 1.33899 0.084
H -3.10883 8.50296 -0.66917 0.106
H -1.78105 9.20864 -1.54741 0.106
H -1.51812 10.97964 0.05538 0.116
H -2.65970 10.39201 1.07326 0.092
H -4.50304 10.42445 -0.71771 0.088
H -3.37115 11.30344 -1.72602 0.072
H -4.05910 11.95206 -0.26330 0.072
C 2.11424 0.80849 1.88395 -0.090
C 2.00291 0.56388 0.40632 -0.297
C 2.58753 1.69881 -0.29559 -0.255
C 2.55025 1.41239 -1.82632 -0.229
P 3.78179 2.02671 -3.04103 1.056
C 5.13905 0.84138 -3.08784 -0.258
C 6.06314 0.88389 -1.82797 -0.233
C 7.51875 0.49048 -2.12665 -0.259
C 8.45832 0.71029 -0.96310 -0.104
C 2.88945 2.19478 -4.65337 -0.292
C 3.55341 2.88141 -5.76176 -0.256
C 4.77348 2.16153 -6.38402 -0.261
C 4.63850 0.71528 -6.82845 -0.084
C 4.56651 3.58454 -2.53922 -0.258
C 3.51788 4.72014 -2.55357 -0.261
C 4.20145 5.97690 -2.08297 -0.271
C 5.03727 6.65762 -3.15079 -0.077
H 3.06186 1.20159 2.27750 0.086
H 1.79603 0.01204 2.55489 0.072
H 1.50094 1.69938 2.02211 0.050
H 0.99023 0.47473 0.11836 0.084
H 2.50214 -0.34381 0.12332 0.092
H 3.63034 2.00003 0.11415 0.141
H 2.02925 2.62418 -0.08932 0.087
H 1.56179 1.64740 -2.23127 0.099
H 2.68188 0.29419 -1.91231 0.063
H 5.73847 1.01931 -4.00999 0.092
H 4.71157 -0.19589 -3.15646 0.108
H 5.64800 0.18516 -1.08400 0.116
H 6.02031 1.90585 -1.38650 0.086
H 7.95723 1.12465 -2.93971 0.127
H 7.56714 -0.52674 -2.44511 0.101
H 8.33131 1.66059 -0.54195 0.056
H 9.47401 0.48490 -1.16071 0.071
H 8.15264 0.07863 -0.13092 0.076
H 1.91547 2.68298 -4.57407 0.109
H 2.69314 1.17794 -4.98432 0.070
H 3.74987 4.00127 -5.60076 0.133
H 2.76243 2.72987 -6.55406 0.140
H 5.58537 2.33358 -5.66475 0.091
H 5.06271 2.72386 -7.23305 0.095
H 5.58262 0.25087 -7.05989 0.073
H 4.07671 0.54597 -7.73064 0.077
H 4.21234 0.13483 -5.93106 0.066
H 5.42979 3.81827 -3.15308 0.106
H 4.91017 3.50792 -1.44574 0.116
H 2.80020 4.45026 -1.80112 0.087
H 3.02821 4.82906 -3.53011 0.104
H 4.80341 5.79820 -1.21147 0.111
H 3.40218 6.61014 -1.80590 0.070
H 6.09807 6.33743 -3.14721 0.092
H 5.12254 7.71309 -3.03933 0.068
H 4.51500 6.48033 -4.08687 0.063
C -1.99676 1.27820 3.76920 0.049
N -2.79352 0.37821 2.90776 -0.078
C -2.22707 -0.84146 2.68047 -0.076
C -2.80573 -1.75201 1.88646 0.055
C -4.11861 -1.52456 1.32614 -0.140
C -4.64320 -0.28237 1.54207 0.048
C -3.93572 0.68511 2.34373 0.013
C -4.80101 -2.49137 0.54725 -0.159
C -4.90640 -3.80772 0.84554 0.017
C -5.57052 -4.67603 0.05235 0.003
N -6.19851 -4.22068 -1.08708 -0.059
C -5.99092 -2.90951 -1.46952 0.029
C -5.39793 -2.00160 -0.63760 0.051
C -6.90628 -5.13978 -1.98347 0.010
H -2.51818 2.22103 3.71934 0.099
H -1.03910 1.41649 3.26172 0.097
H -1.81624 0.74379 4.68677 0.087
H -1.22524 -0.97512 3.16701 0.158
H -2.35169 -2.73722 1.74569 0.136
H -5.64980 -0.08696 1.15741 0.143
H -4.37959 1.66408 2.65003 0.163
H -4.30194 -4.18837 1.69986 0.156
H -5.69809 -5.71718 0.21730 0.142
H -6.25323 -2.67310 -2.52496 0.159
H -5.20870 -1.02688 -1.05016 0.117
H -7.71412 -5.62745 -1.44269 0.105
H -6.25167 -5.95781 -2.33967 0.092
H -7.27603 -4.52653 -2.89262 0.134
C -3.18834 -0.10908 10.60484 0.023
N -2.83640 -1.49950 10.52909 -0.100
C -1.66865 -1.91087 11.02760 0.015
C -1.29317 -3.24813 10.99009 0.044
C -2.11660 -4.16820 10.37976 -0.108
C -3.36298 -3.71904 9.86729 0.058
C -3.67345 -2.35167 9.94573 -0.010
C -1.77371 -5.63843 10.19390 -0.071
C -2.75276 -6.55561 10.61169 0.051
C -2.57786 -7.82996 10.26717 0.016
N -1.51822 -8.27186 9.56732 -0.064
C -0.56434 -7.45708 9.12765 0.021
C -0.71290 -6.12787 9.43190 0.060
C -1.33104 -9.70516 9.30600 0.033
H -4.23253 0.03092 10.31739 0.112
H -2.53469 0.47260 9.93671 0.126
H -3.04628 0.23231 11.63635 0.120
H -0.95349 -1.17539 11.43735 0.169
H -0.24154 -3.40661 11.27988 0.149
H -4.01699 -4.37780 9.29445 0.131
H -4.66644 -1.92758 9.58846 0.182
H -3.60593 -6.35892 11.15504 0.125
H -3.29530 -8.55883 10.47537 0.143
H 0.31569 -7.88883 8.60777 0.176
H 0.02912 -5.47238 9.00346 0.141
H -0.57818 -10.11114 9.99017 0.127
H -0.94291 -9.96098 8.31879 0.115
H -2.20976 -10.27715 9.33614 0.091
C 0.40320 -1.15388 -4.92444 -0.707
F 0.62568 0.13619 -5.06842 0.141
F -0.75792 -1.34394 -4.26134 0.116
F 0.23956 -1.58703 -6.14100 0.166
S 1.79910 -1.98150 -4.07474 0.458
O 2.83764 -1.69474 -5.03967 -0.318
O 2.01434 -1.38343 -2.76844 -0.327
O 1.54425 -3.41209 -4.01032 -0.336
C -2.85603 1.64356 -1.39123 -0.676
F -3.46307 2.71623 -1.94786 0.125
F -3.87066 0.87776 -0.88502 0.078
F -2.24313 0.94727 -2.28506 0.194
S -1.80496 2.07418 0.00073 0.468
O -0.71188 2.82369 -0.61590 -0.307
O -2.63955 2.81542 0.92189 -0.306
O -1.43347 0.72650 0.34735 -0.286
C -1.98270 -7.00506 -0.79820 -0.697
F -2.28888 -6.85219 0.50248 0.114
F -0.68965 -6.63551 -0.95300 0.094
F -2.27539 -8.20143 -1.19579 0.203
S -2.89930 -5.72747 -1.66181 0.479
O -2.31077 -5.75438 -2.96160 -0.291
O -4.28789 -6.19176 -1.58226 -0.333
O -2.72732 -4.50908 -0.91397 -0.303
C -3.91134 -3.38139 5.81772 -0.643
F -3.57738 -4.01033 4.68249 0.116
F -5.04148 -2.68259 5.68923 0.138
F -4.13157 -4.25050 6.84033 0.088
S -2.41414 -2.37942 6.25289 0.515
O -2.79128 -1.77325 7.57398 -0.353
O -1.45492 -3.41265 6.40388 -0.298
O -2.26453 -1.50468 5.09904 -0.324
```